# 1
Here is a structure of composition C30H51BrHfN4P2 from the Open Molecules 2025 dataset. Energies are from wB97M-V/def2-TZVPD.

Summary:
* total charge: +4
* E_LUMO (alpha / beta): -14.77 / -14.76 eV
* energy: -4695.69349 Ha
* largest force on an atom: 4.53 eV Å⁻¹

Last column: Löwdin charge in e.
Geometry (Å):
1 C 0.21912 4.83317 -3.02064  0.0578
2 C 0.13086 3.45212 -3.44712  -0.1844
3 C -0.24018 3.23369 -4.79868  0.0596
4 C -0.50015 4.33359 -5.63105  -0.0405
5 N -0.42095 5.59920 -5.19965  0.1592
6 C -0.06042 5.84209 -3.93463  -0.0595
7 C 0.33428 2.37045 -2.59182  0.1905
8 C -0.05529 1.62431 -1.59869  -0.2455
9 C -1.25929 2.14132 -0.76119  -0.3768
10 C -0.94334 2.89190 0.39309  -0.0783
11 C -1.90858 2.91311 1.45637  -0.0553
12 C -3.03018 2.16435 1.26096  0.0593
13 C -3.51955 1.75354 0.04306  -0.0722
14 C -2.61568 1.85804 -1.04619  -0.0180
15 Hf 0.18857 0.45550 0.11934  1.3219
16 P 2.44373 -0.79921 0.08807  0.8571
17 H -0.34964 2.23662 -5.21145  0.1337
18 H 0.48278 5.10392 -1.98968  0.1297
19 H -0.77828 4.18564 -6.68869  0.1502
20 H 0.00908 6.90315 -3.64117  0.1498
21 H -2.92215 1.70172 -2.08907  0.1545
22 H -0.12565 3.63719 0.31991  0.1581
23 H -4.51614 1.33331 -0.08386  0.1531
24 H -1.69436 3.52164 2.33492  0.1460
25 C 2.27785 -2.37009 1.07155  -0.3657
26 C 3.10769 -3.56158 0.58066  -0.1007
27 H 1.21041 -2.64360 1.12025  0.0484
28 H 2.57325 -2.11120 2.10428  0.0967
29 H 2.99158 -4.40313 1.27948  0.1079
30 H 2.81888 -3.91585 -0.42211  0.0713
31 H 4.18184 -3.33678 0.55214  0.0609
32 C 2.85502 -1.28023 -1.64586  -0.3794
33 C 2.69992 -0.14278 -2.65132  -0.1363
34 H 2.25414 -2.15223 -1.93392  0.0763
35 H 3.89724 -1.61163 -1.67327  0.0849
36 H 3.12444 -0.45864 -3.62007  0.1097
37 H 1.66790 0.19534 -2.82063  0.0270
38 H 3.26489 0.73554 -2.31843  0.0835
39 C 4.05207 -0.17265 0.76841  -0.3585
40 C 5.25177 -1.08534 0.50363  -0.1062
41 H 3.92028 -0.03116 1.85500  0.0780
42 H 4.23525 0.82447 0.34152  0.0882
43 H 6.20054 -0.59117 0.74013  0.1084
44 H 5.23121 -1.98898 1.11944  0.0742
45 H 5.32662 -1.38656 -0.54441  0.0747
46 Br -1.98260 -0.66257 0.93561  0.5603
47 P -2.10880 -2.84149 -1.80851  1.0848
48 C -0.51188 -3.26056 -1.07114  -0.4484
49 C -0.14091 -4.69598 -1.49407  -0.1146
50 H -0.61150 -3.16873 0.02307  0.0388
51 H 0.23717 -2.53044 -1.42591  0.0426
52 H 0.95019 -4.81803 -1.52323  0.0700
53 H -0.55222 -5.44328 -0.81062  0.0940
54 H -0.52266 -4.90387 -2.50500  0.0787
55 C -3.35099 -3.24126 -0.52539  -0.4294
56 C -4.63137 -3.91342 -1.02391  -0.1211
57 H -3.56776 -2.28337 -0.03169  -0.0189
58 H -2.85288 -3.90235 0.20165  0.0977
59 H -5.28513 -4.09322 -0.16223  0.0920
60 H -5.18407 -3.29027 -1.72801  0.0781
61 H -4.41415 -4.88520 -1.47883  0.0882
62 C -2.28041 -1.15696 -2.43974  -0.4516
63 C -2.49876 -1.29058 -3.96520  -0.1351
64 H -1.38566 -0.54261 -2.24422  0.0253
65 H -3.12510 -0.65403 -1.94556  0.0662
66 H -2.65022 -0.31172 -4.43311  0.0747
67 H -1.62264 -1.77028 -4.42877  0.0836
68 H -3.38081 -1.91211 -4.17487  0.0891
69 C 2.23854 2.18669 4.16717  0.0126
70 N 0.86411 1.72645 4.32327  -0.0793
71 C 0.33816 1.67642 5.69076  0.0351
72 C 0.18390 1.18342 3.31610  -0.3671
73 N 0.72974 1.24243 2.07057  -0.0322
74 N -1.02847 0.54247 3.63146  -0.2017
75 C -0.96530 -0.78544 4.27115  -0.0463
76 C -2.25822 1.28698 3.94667  -0.0250
77 H 2.53782 2.66558 5.09998  0.1160
78 H 2.30704 2.92077 3.35191  0.1077
79 H 2.92084 1.34696 3.94790  0.1164
80 H -0.66967 2.09131 5.71325  0.0899
81 H 0.27898 0.64431 6.05729  0.1117
82 H 0.98327 2.27541 6.33407  0.1169
83 H 1.64154 1.72043 2.09522  0.0559
84 H -1.57673 -0.75934 5.19015  0.1121
85 H -1.37254 -1.55270 3.59990  0.0571
86 H 0.07987 -1.02083 4.52713  0.1075
87 H -2.01961 2.23361 4.47113  0.1119
88 H -2.82021 1.49297 3.02182  0.0321
89 H -2.93125 0.65227 4.54415  0.1303

---

# 2
Here is a cluster of 7 separate species, C30H52BBrClN12O11P in total from the Open Molecules 2025 dataset. Energies are from wB97M-V/def2-TZVPD.

Summary:
* total charge: 0
* structure (SMILES): CCc1c(Br)c(OC[C@H](C)O)cc2c1C(=O)c1c(cc(B(C)O)c(Cl)c1P(CC)CC)C2=O.NC(N)=O.NC(N)=O.NC(N)=O.NC(N)=O.NC(N)=O.NC(N)=O
* E_LUMO: -1.13 eV
* energy: -6059.75266 Ha
* largest force on an atom: 2.41 eV Å⁻¹

Last column: Löwdin charge in e.
Geometry (Å):
1 C -2.34196 0.05676 -1.11436  -0.0718
2 C -1.49778 -0.44100 -2.33780  -0.2012
3 C -0.04852 -0.01804 -2.19307  -0.1768
4 C 0.29516 1.28490 -2.51861  -0.4211
5 Br -1.02814 2.54097 -3.11363  0.9960
6 C 1.59070 1.76414 -2.42517  -0.3161
7 O 1.94824 3.04850 -2.77916  -0.0909
8 C 2.86349 2.97127 -3.91927  -0.1025
9 C 2.56474 4.00685 -5.01418  -0.3862
10 C 1.08291 4.13558 -5.35942  -0.0639
11 O 3.25227 3.56930 -6.20250  -0.0442
12 C 2.55447 0.89716 -1.94099  0.0432
13 C 2.22827 -0.38439 -1.61688  -0.0727
14 C 0.94067 -0.88562 -1.74053  -0.0180
15 C 0.68623 -2.33468 -1.39615  -0.2169
16 O -0.19959 -3.00145 -1.88830  0.0805
17 C 1.66079 -2.93848 -0.39367  -0.0615
18 C 2.94162 -2.42537 -0.25912  -0.0850
19 C 3.86889 -2.95146 0.59943  0.0410
20 C 3.56473 -4.04910 1.38283  -0.1124
21 B 4.60621 -4.73722 2.37497  -0.4841
22 C 5.78624 -5.63662 1.82185  0.0061
23 O 4.46824 -4.56965 3.74216  0.1104
24 C 2.27504 -4.54636 1.26872  -0.5376
25 Cl 1.89719 -5.93216 2.29848  0.7276
26 C 1.31946 -4.03182 0.40257  -0.3058
27 P -0.34241 -4.85668 0.38236  0.9946
28 C -0.65260 -5.79447 -1.19447  -0.4094
29 C 0.58770 -5.92041 -2.11354  -0.1498
30 C -1.69825 -3.68808 0.81295  -0.4174
31 C -1.35255 -2.80546 2.04326  -0.1476
32 C 3.35341 -1.25457 -1.10315  -0.2491
33 O 4.51896 -0.98313 -1.34068  0.1087
34 H -3.17071 0.67791 -1.47119  0.0673
35 H -1.71503 0.73298 -0.52176  0.0763
36 H -2.74312 -0.76410 -0.51582  0.0606
37 H -1.63603 -1.49566 -2.56118  0.0987
38 H -1.88952 0.10432 -3.20498  0.0610
39 H 3.90187 3.06046 -3.57574  0.1357
40 H 2.76736 1.98797 -4.39567  0.1419
41 H 2.99552 4.99053 -4.77545  0.1438
42 H 0.68925 3.13090 -5.57496  0.0774
43 H 0.53776 4.49326 -4.48451  0.0376
44 H 0.91242 4.73546 -6.25943  0.0907
45 H 2.61443 3.62251 -6.91991  0.0781
46 H 3.57822 1.24770 -1.83840  0.1354
47 H 4.85472 -2.49692 0.66670  0.1397
48 H 5.45144 -6.68294 1.76322  0.0771
49 H 5.97362 -5.33485 0.78056  0.0645
50 H 6.69730 -5.55556 2.42167  0.0673
51 H 3.60362 -4.89407 4.02412  0.0478
52 H -0.95790 -6.81090 -0.93983  0.0446
53 H -1.50381 -5.36117 -1.72902  0.0670
54 H 1.53969 -5.85189 -1.57293  0.0569
55 H 0.60540 -5.14315 -2.88558  0.0585
56 H 0.55951 -6.87474 -2.65431  0.0672
57 H -2.53722 -4.31888 1.13034  0.0597
58 H -2.08336 -3.09507 -0.02971  0.0585
59 H -0.88795 -1.86778 1.72398  0.0615
60 H -2.29826 -2.57019 2.54745  0.0687
61 H -0.75805 -3.36535 2.77342  0.0617
62 C -1.87004 5.99003 -1.26163  -0.6641
63 O -2.89867 5.31781 -1.22698  -0.0070
64 N -0.72329 5.53002 -1.83828  0.1394
65 N -1.80444 7.23656 -0.72866  0.1737
66 H 0.12723 6.05831 -1.87944  0.0952
67 H -0.74826 4.60153 -2.23788  -0.0579
68 H -2.64547 7.58360 -0.29748  0.0587
69 H -0.98321 7.80967 -0.74338  0.0985
70 C -3.01002 8.62455 2.38534  -0.6585
71 O -3.61010 8.28447 1.37569  0.0021
72 N -2.55925 7.72536 3.30359  0.1630
73 N -2.74464 9.93222 2.67015  0.1557
74 H -2.06498 7.98051 4.13684  0.0952
75 H -2.73762 6.75470 3.12049  0.1101
76 H -3.06570 10.61836 2.01223  0.1061
77 H -2.25513 10.23485 3.49019  0.0936
78 C -3.97930 -7.20936 0.33394  -0.6669
79 O -3.35678 -6.44406 -0.38245  0.0144
80 N -3.36413 -8.01351 1.24976  0.1592
81 N -5.34025 -7.32386 0.28060  0.1499
82 H -3.85280 -8.64915 1.85040  0.0926
83 H -2.36397 -7.94996 1.31617  0.1008
84 H -5.82239 -6.74564 -0.38198  0.1022
85 H -5.86983 -7.94563 0.86072  0.0912
86 C 3.00548 3.95643 1.67190  -0.6868
87 O 2.10997 4.74969 1.89705  0.0246
88 N 3.86707 3.52498 2.64335  0.1449
89 N 3.22660 3.42948 0.42955  0.1598
90 H 4.60990 2.87302 2.47955  0.0897
91 H 3.73429 3.89076 3.56745  0.1008
92 H 2.61242 3.72302 -0.30976  0.0873
93 H 3.95792 2.77635 0.22343  0.0874
94 C 0.86869 -6.15972 6.65064  -0.6836
95 O -0.22781 -5.71729 6.36801  0.0323
96 N 1.90845 -6.17650 5.75904  0.1455
97 N 1.15802 -6.67910 7.88282  0.1444
98 H 2.81930 -6.53704 5.97296  0.0953
99 H 1.73228 -5.80265 4.84311  0.0225
100 H 0.41990 -6.68321 8.56160  0.1016
101 H 2.05444 -7.04817 8.13548  0.0897
102 C -6.30284 7.25089 -1.31760  -0.6901
103 O -7.26514 7.98089 -1.12652  0.0017
104 N -5.45865 6.85984 -0.32953  0.1573
105 N -5.98875 6.76001 -2.55822  0.1440
106 H -4.66231 6.25832 -0.48232  0.0542
107 H -5.64399 7.19501 0.59650  0.0852
108 H -6.58451 7.02289 -3.31987  0.0927
109 H -5.20269 6.16069 -2.73253  0.0811

---

Q: Look up the energy of the first one.
A: -4695.69349 Ha